w | Here is the molecule C3H3NO3 from the OMol25 dataset. Energies are from wB97M-V/def2-TZVPD.

Atoms and positions in Å:
N: -0.611 -1.863 0.321
H: -1.408 -2.050 -0.292
O: 1.406 0.894 0.975
C: 0.917 -0.203 1.084
C: -0.186 1.272 -1.169
H: 0.839 0.978 -1.425
C: -0.245 -0.659 0.239
O: -0.892 0.295 -0.492
H: 1.275 -0.965 1.798
O: -0.720 2.285 -1.492

Computed properties:
* net charge: 0
* lowest unoccupied orbital energy: -0.702 eV
* HOMO energy: -11.10 eV

Here are the natural (NBO) charges for atoms 1 to 6, given in e: -0.581 0.362 -0.479 0.361 0.654 0.129

***

x | Here is the molecule C3H3NO3 from the OMol25 dataset. Energies are from wB97M-V/def2-TZVPD.

Atoms and positions in Å:
C: -1.514 0.133 0.545
O: -2.672 0.510 0.423
H: -0.922 1.568 -0.878
C: 1.342 -0.869 0.194
N: -0.586 0.674 -0.384
O: 0.800 -1.368 1.134
O: 1.432 0.713 -1.526
C: 0.759 0.258 -0.649
H: -1.045 -0.498 1.257
H: 2.405 -1.122 -0.115

Computed properties:
* net charge: 0
* lowest unoccupied orbital energy: -0.939 eV
* HOMO energy: -10.76 eV

Here are the natural (NBO) charges for atoms 1 to 6, given in e: 0.523 -0.545 0.435 0.355 -0.671 -0.477

***

y | Here is the molecule C3H3NO3 from the OMol25 dataset. Energies are from wB97M-V/def2-TZVPD.

Atoms and positions in Å:
H: -1.246 0.519 -2.000
H: -1.334 -0.531 1.571
H: 2.903 -0.422 0.077
C: -1.167 -0.117 0.590
C: -0.214 0.319 -0.231
O: 1.128 0.339 -0.439
N: -1.154 0.958 -1.082
O: -2.182 0.387 -0.233
C: 1.857 -0.430 0.403
O: 1.408 -1.022 1.343

Computed properties:
* net charge: 0
* lowest unoccupied orbital energy: 0.796 eV
* HOMO energy: -8.99 eV

Here are the natural (NBO) charges for atoms 1 to 6, given in e: 0.355 0.226 0.135 0.002 0.290 -0.470

***

On energetic grounds, x is preferred over the next structure by 0.392 eV.

***

w | Here is the molecule C3H6N2S3 from the OMol25 dataset. Energies are from wB97M-V/def2-TZVPD.

Atoms and positions in Å:
H: 0.015 -2.296 0.024
C: 0.573 -1.399 1.784
S: 0.274 0.289 1.198
N: 1.098 -1.399 2.937
S: 0.593 -0.785 -1.647
H: 1.181 -2.345 3.309
H: 0.204 2.534 -0.169
H: 0.653 2.037 -1.833
H: -1.717 1.179 -2.432
N: 0.064 -2.430 1.038
C: 0.305 0.373 -0.533
H: 0.375 -3.360 1.301
S: -1.750 2.020 -1.409
C: 0.002 1.802 -0.970

Computed properties:
* net charge: 0
* lowest unoccupied orbital energy: -0.651 eV
* HOMO energy: -9.06 eV

Here are the natural (NBO) charges for atoms 1 to 6, given in e: 0.412 0.316 0.376 -0.692 -0.027 0.342

***

x | Here is a cluster of 4 separate species, C3H6N2S3 in total from the OMol25 dataset. Energies are from wB97M-V/def2-TZVPD.

Atoms and positions in Å:
H: 0.739 -0.920 -1.811
H: 2.370 -1.101 0.158
S: 0.641 1.372 -0.901
C: 0.788 0.158 -2.205
H: 0.704 -1.139 2.210
S: -1.211 -1.704 1.612
S: 1.073 0.604 -3.665
C: -1.157 -0.193 0.782
H: -2.177 1.296 -0.301
C: 1.408 -0.230 1.106
H: -3.122 0.002 0.799
N: -2.235 0.467 0.264
H: 2.018 1.129 1.545
N: 0.160 0.258 0.406

Computed properties:
* net charge: 0
* lowest unoccupied orbital energy: -0.495 eV
* HOMO energy: -8.35 eV

Here are the natural (NBO) charges for atoms 1 to 6, given in e: 0.236 0.203 0.492 -0.536 0.284 -0.205

***

On energetic grounds, w is preferred over the next structure by 6.927 eV.

***

w | Here is a cluster of 2 separate species, C5H13NOS in total from the OMol25 dataset. Energies are from wB97M-V/def2-TZVPD.

Atoms and positions in Å:
H: -1.354 0.335 2.003
S: 2.386 -0.403 0.292
H: 0.642 0.736 -1.490
C: -0.796 -0.137 0.049
H: -3.092 0.154 -0.035
O: 0.356 1.999 0.145
N: 3.800 0.011 -0.422
H: -0.035 1.876 1.008
H: 4.220 -0.773 -0.926
H: -1.137 -1.273 1.770
H: 4.416 0.822 -0.228
C: -0.726 -0.399 1.587
H: -2.014 1.151 -1.251
H: 0.336 -0.350 1.912
C: 0.322 0.780 -0.409
C: -2.080 0.635 -0.189
C: -0.783 -1.354 -0.865
H: 0.093 -1.997 -0.739
H: -1.652 -2.157 -0.752
H: -2.317 1.414 0.482
H: -0.587 -1.071 -1.943

Computed properties:
* net charge: 0
* lowest unoccupied orbital energy (spin up / spin down): 0.728 / 0.728 eV
* HOMO energy (spin up / spin down): -7.10 / -7.10 eV

Here are the natural (NBO) charges for atoms 1 to 6, given in e: 0.198 0.069 0.207 -0.183 0.229 -0.663

***

x | Here is a cluster of 2 separate species, C5H13NOS in total from the OMol25 dataset. Energies are from wB97M-V/def2-TZVPD.

Atoms and positions in Å:
H: -2.915 -0.646 -3.570
H: -0.874 -2.798 0.433
H: -0.063 -0.704 -0.673
C: 1.473 1.386 2.154
S: -1.853 -0.188 -2.898
H: 3.151 1.346 0.747
H: -0.640 -1.607 1.501
H: 2.016 0.030 0.533
C: -1.095 -0.944 -0.383
C: 2.092 1.091 0.799
H: -1.321 -2.360 -2.019
C: 1.380 1.850 -0.298
H: -1.578 -0.005 -0.100
H: 1.793 0.680 2.912
H: 0.270 1.831 -0.226
N: -1.225 -1.890 0.718
H: 0.385 1.337 2.072
H: -2.835 -1.767 -1.350
H: 1.740 2.399 2.450
C: -1.819 -1.479 -1.611
O: 1.917 2.438 -1.192

Computed properties:
* net charge: 0
* lowest unoccupied orbital energy: 0.728 eV
* HOMO energy: -9.12 eV

Here are the natural (NBO) charges for atoms 1 to 6, given in e: 0.128 0.350 0.161 -0.606 -0.051 0.227

***

y | Here is the molecule C5H13NOS from the OMol25 dataset. Energies are from wB97M-V/def2-TZVPD.

Atoms and positions in Å:
H: 1.427 -0.323 2.338
H: 0.031 -0.499 -2.438
C: 1.517 -1.360 1.757
H: -2.644 0.088 -0.279
H: 1.510 -2.115 2.474
H: 0.316 -2.335 0.062
C: 0.264 -1.658 1.051
C: 0.180 2.211 -0.457
H: 2.437 -1.341 1.272
H: -2.148 -1.666 -0.423
H: 1.587 0.156 -1.393
O: -0.680 0.741 1.637
S: -0.526 -0.205 0.491
C: 0.561 0.430 -1.997
H: -0.239 2.342 0.502
N: -0.333 0.963 -0.999
H: 1.229 2.195 -0.715
H: -2.665 -1.018 0.980
C: -2.273 -0.765 0.080
H: -0.189 2.907 -1.129
H: 0.639 1.250 -2.815

Computed properties:
* net charge: 0
* lowest unoccupied orbital energy: 0.705 eV
* HOMO energy: -7.91 eV

Here are the natural (NBO) charges for atoms 1 to 6, given in e: 0.231 0.211 -0.670 0.231 0.224 0.196

***

On energetic grounds, x is preferred over the next structure by 2.465 eV.

***

w | Here is a cluster of 2 separate species, CH6N4O2 in total from the OMol25 dataset. Energies are from wB97M-V/def2-TZVPD.

Atoms and positions in Å:
N: 0.680 0.204 0.909
O: -3.800 1.142 -1.918
N: -2.226 -0.266 -0.931
N: 1.994 -0.032 0.513
H: 2.063 0.188 -0.482
H: 0.565 -0.092 1.875
H: -0.437 -0.798 -0.367
N: -1.155 -1.127 -1.025
O: 2.923 0.882 1.136
H: -1.464 -2.054 -0.734
C: -2.958 0.413 -1.580
H: 3.423 0.357 1.774
H: 0.392 1.182 0.828

Computed properties:
* net charge: 0
* lowest unoccupied orbital energy: 0.672 eV
* HOMO energy: -9.02 eV

Here are the natural (NBO) charges for atoms 1 to 6, given in e: -0.677 -0.534 -0.409 -0.202 0.341 0.362

***

x | Here is the molecule CH6N4O2 from the OMol25 dataset. Energies are from wB97M-V/def2-TZVPD.

Atoms and positions in Å:
H: 1.614 -2.739 0.634
H: 2.398 -1.408 -0.215
H: 0.496 2.211 -0.886
N: -1.076 0.615 -0.194
N: -1.144 1.952 0.002
H: -1.375 -1.375 0.488
H: -1.371 0.364 -1.238
O: -0.218 2.842 -0.722
O: -0.571 -1.862 0.736
H: -1.094 2.198 1.062
N: 1.557 -1.817 0.092
C: 0.420 -1.105 0.304
N: 0.362 0.126 -0.062

Computed properties:
* net charge: 0
* lowest unoccupied orbital energy: 0.683 eV
* HOMO energy: -8.77 eV

Here are the natural (NBO) charges for atoms 1 to 6, given in e: 0.400 0.408 0.467 -0.368 -0.205 0.511

***

On energetic grounds, x is preferred over the next structure by 0.101 eV.

***

w | Here is the molecule C11H12N2O2 from the OMol25 dataset. Energies are from wB97M-V/def2-TZVPD.

Atoms and positions in Å:
H: 1.757 -0.090 -0.761
C: 2.284 0.347 1.200
C: 2.526 -0.972 1.873
H: 0.954 1.171 2.564
N: 2.610 0.109 -0.243
O: 3.273 -1.873 1.133
H: 2.966 1.105 1.607
C: -2.967 -0.704 -1.531
C: -2.652 0.055 -2.683
C: -2.156 -0.522 -0.388
H: 3.021 0.918 -0.710
C: -1.483 0.864 -2.758
H: -2.708 -1.879 1.133
H: -3.367 -0.246 -3.434
C: 0.798 1.070 1.454
H: -3.892 -1.281 -1.433
C: -0.698 0.988 -1.637
H: 0.222 1.704 -1.666
H: 1.000 2.114 1.146
H: -0.959 -0.873 2.639
O: 2.132 -1.137 3.034
C: -1.150 -0.470 1.636
H: 3.335 -1.432 0.250
H: -1.248 1.333 -3.710
N: -2.173 -1.078 0.854
C: -1.021 0.375 -0.437
C: -0.405 0.404 0.868

Computed properties:
* net charge: 0
* lowest unoccupied orbital energy: 0.632 eV
* HOMO energy: -8.21 eV

Here are the natural (NBO) charges for atoms 1 to 6, given in e: 0.380 -0.152 0.760 0.254 -0.875 -0.682

***

x | Here is the molecule C11H12N2O2 from the OMol25 dataset. Energies are from wB97M-V/def2-TZVPD.

Atoms and positions in Å:
N: 2.142 1.344 0.110
H: -1.301 2.881 0.382
C: 0.123 1.809 -2.270
C: -0.260 -0.600 0.673
H: -2.332 1.233 0.079
H: 2.150 0.473 -0.420
H: -0.520 -4.434 0.906
C: 0.420 -0.455 -1.589
N: 0.171 0.854 -1.237
C: -0.589 -2.537 1.917
H: 0.749 2.618 -2.140
H: -0.838 2.176 -2.190
O: 1.050 2.188 1.951
C: -1.469 1.773 0.584
H: -1.476 1.579 1.597
H: 0.180 -3.389 -1.139
C: -0.688 -1.191 1.816
H: 3.042 1.552 0.462
C: -0.174 1.088 0.191
C: 1.025 1.603 0.863
O: 0.593 -0.820 -2.749
C: -0.415 -3.334 0.811
H: -0.881 -0.621 2.658
H: 0.276 1.285 -3.293
C: 0.116 -1.323 -0.443
H: -0.974 -3.064 2.840
C: -0.119 -2.688 -0.371

Computed properties:
* net charge: 0
* lowest unoccupied orbital energy: 0.248 eV
* HOMO energy: -9.25 eV

Here are the natural (NBO) charges for atoms 1 to 6, given in e: -0.815 0.231 -0.417 0.088 0.231 0.394

***

On energetic grounds, w is preferred over the next structure by 0.495 eV.

***

w | Here is a cluster of 2 separate species, C5H12NO in total from the OMol25 dataset. Energies are from wB97M-V/def2-TZVPD.

Atoms and positions in Å:
C: 1.044 -0.114 -0.246
H: -3.063 -0.858 0.142
H: 2.649 0.267 1.208
H: -0.100 2.687 0.221
C: -0.072 0.735 -0.222
C: 2.295 0.545 0.096
H: -2.198 -1.621 -1.273
C: -0.778 1.802 0.386
O: 0.332 0.531 -1.404
H: -0.279 -1.598 0.128
N: -2.290 -0.866 -0.493
C: 0.792 -1.606 -0.230
H: 2.338 1.694 -0.056
H: -0.879 1.654 1.457
H: -2.345 0.025 -0.994
H: 1.649 -2.054 0.396
H: 3.084 0.196 -0.406
H: 0.685 -1.896 -1.277
H: -1.623 2.188 -0.175

Computed properties:
* net charge: +1
* lowest unoccupied orbital energy: -4.893 eV
* HOMO energy: -14.48 eV

Here are the natural (NBO) charges for atoms 1 to 6, given in e: 0.198 0.400 0.273 0.324 0.705 -0.664

***

x | Here is a cluster of 2 separate species, C5H12NO in total from the OMol25 dataset. Energies are from wB97M-V/def2-TZVPD.

Atoms and positions in Å:
H: -0.132 -0.969 1.560
H: 2.074 2.517 -0.541
H: -2.360 -0.928 1.119
H: 2.529 0.944 -1.244
H: 1.061 0.738 1.236
H: -0.728 -3.223 0.063
C: 1.063 -0.636 -0.140
H: 1.259 -0.919 -1.188
H: -1.846 -2.604 1.876
N: 1.260 0.707 0.237
O: 0.552 3.932 -1.107
C: 2.117 1.459 -0.397
C: 0.042 -1.246 0.506
H: 1.112 4.376 -1.765
H: -0.246 4.466 -1.097
H: -1.337 -1.903 -0.952
H: -3.113 -2.526 0.690
C: -1.051 -2.182 0.070
C: -2.256 -2.004 1.073

Computed properties:
* net charge: +1
* lowest unoccupied orbital energy: -5.413 eV
* HOMO energy: -13.97 eV

Here are the natural (NBO) charges for atoms 1 to 6, given in e: 0.194 0.264 0.212 0.193 0.452 0.250

***

On energetic grounds, x is preferred over the next structure by 0.450 eV.